The following is a quantum chemistry calculation of a molecular structure, C47H50FGe2N3O9PbSe at a distorted geometry, from the OMol25 dataset.

Atoms and positions in Å:
Pb (-2.93, 0.95, 0.74)
C (-5.76, 2.37, 2.44)
O (-5.49, 1.80, 1.17)
C (-6.28, 0.77, 0.75)
C (-7.48, 0.42, 1.34)
C (-8.26, -0.59, 0.81)
C (-7.85, -1.25, -0.34)
C (-6.64, -0.93, -0.92)
C (-5.84, 0.08, -0.39)
N (-4.55, 0.36, -0.91)
N (-4.39, -0.03, -2.11)
C (-3.27, 0.06, -2.84)
C (-1.98, 0.54, -2.44)
O (-1.64, 0.83, -1.24)
C (-0.99, 0.70, -3.46)
C (-1.19, 0.34, -4.75)
C (-2.42, -0.26, -5.16)
C (-2.60, -0.69, -6.49)
C (-3.77, -1.29, -6.87)
C (-4.80, -1.45, -5.94)
C (-4.65, -1.01, -4.64)
C (-3.45, -0.41, -4.21)
H (-6.76, 2.80, 2.48)
H (-5.03, 3.16, 2.57)
H (-5.64, 1.63, 3.24)
H (-7.82, 0.93, 2.24)
H (-9.18, -0.86, 1.30)
H (-8.46, -2.05, -0.75)
H (-6.28, -1.47, -1.78)
H (-0.05, 1.14, -3.15)
H (-0.42, 0.49, -5.49)
H (-1.80, -0.53, -7.20)
H (-3.91, -1.63, -7.89)
H (-5.73, -1.92, -6.24)
H (-5.45, -1.12, -3.93)
C (5.75, 0.50, 5.07)
C (4.47, 0.95, 5.78)
C (4.73, 1.95, 6.91)
C (5.28, 3.25, 6.35)
C (4.40, 3.77, 5.24)
C (4.38, 5.12, 4.93)
C (3.56, 5.59, 3.91)
F (3.59, 6.90, 3.63)
C (2.75, 4.75, 3.20)
C (2.75, 3.39, 3.50)
C (1.88, 2.50, 2.70)
O (1.16, 2.99, 1.82)
C (1.97, 1.10, 3.04)
C (2.76, 0.72, 4.08)
N (3.55, 1.54, 4.80)
C (3.57, 2.89, 4.52)
C (1.27, -0.04, 2.35)
O (1.13, -1.08, 2.94)
O (0.88, 0.10, 1.09)
H (6.48, 0.14, 5.81)
H (6.20, 1.31, 4.50)
H (5.53, -0.32, 4.39)
H (3.98, 0.08, 6.20)
H (5.42, 1.51, 7.62)
H (3.78, 2.15, 7.42)
H (6.29, 3.09, 5.96)
H (5.36, 4.00, 7.13)
H (5.00, 5.82, 5.48)
H (2.10, 5.12, 2.41)
H (2.77, -0.32, 4.37)
C (-2.13, -3.95, -2.92)
C (-2.61, -3.22, -1.67)
Ge (-1.22, -2.55, -0.42)
C (-0.45, -3.93, 0.78)
C (-0.47, -5.31, 0.11)
C (0.31, -1.91, -1.51)
C (1.33, -1.06, -1.63)
Ge (1.85, 0.48, -0.43)
C (1.87, 2.44, -0.89)
C (2.58, 2.88, -2.17)
C (3.65, 0.09, 0.41)
C (4.92, 0.32, -0.39)
C (2.30, -1.25, -2.75)
C (2.36, -2.41, -3.52)
C (3.27, -2.53, -4.56)
C (4.15, -1.50, -4.85)
C (4.12, -0.35, -4.08)
C (3.21, -0.23, -3.05)
H (-2.98, -4.30, -3.50)
H (-1.51, -4.82, -2.67)
H (-1.54, -3.30, -3.56)
H (-3.26, -3.86, -1.07)
H (-3.23, -2.37, -1.96)
H (-1.03, -3.94, 1.70)
H (0.58, -3.64, 1.02)
H (-1.49, -5.61, -0.13)
H (-0.04, -6.07, 0.77)
H (0.11, -5.30, -0.82)
H (0.32, -2.72, -2.26)
H (2.37, 2.90, -0.03)
H (0.84, 2.78, -0.89)
H (3.62, 2.55, -2.20)
H (2.58, 3.97, -2.22)
H (2.08, 2.50, -3.06)
H (3.62, -0.94, 0.76)
H (3.67, 0.73, 1.30)
H (4.99, -0.36, -1.24)
H (5.80, 0.16, 0.24)
H (4.98, 1.34, -0.78)
H (1.69, -3.23, -3.32)
H (3.29, -3.44, -5.15)
H (4.86, -1.60, -5.66)
H (4.81, 0.46, -4.29)
H (3.20, 0.67, -2.46)
O (-4.63, -2.69, 0.68)
Se (-3.54, -2.06, 1.64)
O (-2.91, -3.10, 2.66)
O (-2.25, -1.41, 0.60)
O (-4.00, -0.67, 2.33)

Its multiplicity is 1. For the frontier orbital gap, the calculation gives 6.88 eV. The HOMO energy comes out at -7.57 eV. Its electronic energy is -9510.37858 hartree. The relative energy (zero: lowest compared OMol25 entry of this formula, charge and spin) comes out at 81.53 kJ/mol.

---

The following is a quantum chemistry calculation of a molecular structure, C47H51N4O3P3RbS2 at a distorted geometry, from the OMol25 dataset.

Atoms and positions in Å:
Rb (-0.96, 1.44, 1.33)
C (2.29, 0.73, 3.56)
C (1.49, -0.28, 4.34)
C (2.04, -0.88, 5.49)
C (1.27, -1.72, 6.23)
C (-0.05, -2.00, 5.82)
C (-0.88, -2.87, 6.58)
C (-2.14, -3.13, 6.13)
C (-2.60, -2.59, 4.91)
C (-1.83, -1.76, 4.10)
S (-2.44, -1.25, 2.55)
C (-0.52, -1.41, 4.62)
N (0.27, -0.53, 3.92)
H (3.36, 0.64, 3.79)
H (1.97, 1.74, 3.81)
H (2.14, 0.61, 2.49)
H (3.07, -0.66, 5.78)
H (1.65, -2.18, 7.13)
H (-0.50, -3.29, 7.51)
H (-2.80, -3.77, 6.70)
H (-3.59, -2.84, 4.56)
O (-2.50, 4.27, 3.06)
N (-2.29, 3.80, 1.94)
N (-1.66, 4.54, 1.07)
O (-1.42, 3.96, -0.13)
C (-1.20, 5.89, 1.24)
C (-0.72, 6.51, 0.09)
C (-0.22, 7.80, 0.14)
C (-0.19, 8.49, 1.35)
C (-0.67, 7.88, 2.49)
C (-1.19, 6.58, 2.45)
H (-0.74, 5.94, -0.83)
H (0.15, 8.26, -0.76)
H (0.21, 9.50, 1.39)
H (-0.66, 8.40, 3.44)
H (-1.56, 6.12, 3.35)
C (0.85, -6.51, -0.73)
S (-0.71, -6.69, -1.61)
C (-0.74, -5.11, -2.49)
C (-0.71, -3.89, -1.59)
C (-0.79, -2.62, -2.41)
N (-0.69, -1.40, -1.61)
P (-1.95, -0.21, -1.43)
C (-1.73, 0.86, -2.90)
C (-1.26, 0.41, -4.13)
C (-1.04, 1.29, -5.18)
C (-1.30, 2.65, -5.01)
C (-1.76, 3.11, -3.78)
C (-1.97, 2.23, -2.73)
C (-3.42, -1.21, -1.83)
C (-3.85, -2.08, -0.82)
C (-4.95, -2.90, -1.01)
C (-5.66, -2.84, -2.20)
C (-5.26, -1.96, -3.20)
C (-4.14, -1.15, -3.02)
P (0.79, -0.76, -1.01)
C (1.97, -1.23, -2.33)
C (2.63, -2.46, -2.42)
C (3.45, -2.75, -3.51)
C (3.62, -1.82, -4.53)
C (2.96, -0.60, -4.46)
C (2.15, -0.31, -3.37)
C (1.32, -1.87, 0.36)
C (0.42, -2.66, 1.05)
C (0.82, -3.40, 2.16)
C (2.14, -3.36, 2.58)
C (3.06, -2.55, 1.90)
C (2.65, -1.81, 0.81)
H (1.07, -7.48, -0.27)
H (0.79, -5.76, 0.06)
H (1.66, -6.26, -1.41)
H (-1.67, -5.14, -3.07)
H (0.09, -5.09, -3.20)
H (0.22, -3.89, -1.01)
H (-1.53, -3.93, -0.86)
H (-1.73, -2.60, -2.96)
H (0.02, -2.63, -3.15)
H (-1.03, -0.65, -4.27)
H (-0.67, 0.93, -6.13)
H (-1.12, 3.34, -5.82)
H (-1.93, 4.17, -3.63)
H (-2.26, 2.62, -1.76)
H (-3.32, -2.09, 0.14)
H (-5.27, -3.56, -0.21)
H (-6.52, -3.47, -2.35)
H (-5.82, -1.91, -4.13)
H (-3.84, -0.47, -3.81)
H (2.52, -3.19, -1.63)
H (3.96, -3.71, -3.56)
H (4.26, -2.05, -5.37)
H (3.08, 0.13, -5.25)
H (1.62, 0.64, -3.32)
H (-0.63, -2.67, 0.77)
H (0.09, -3.98, 2.70)
H (2.46, -3.92, 3.45)
H (4.08, -2.49, 2.24)
H (3.37, -1.17, 0.29)
C (1.38, 3.47, -1.52)
P (2.16, 3.05, 0.03)
C (3.82, 2.47, -0.38)
C (2.39, 4.59, 0.90)
O (1.41, 2.03, 0.83)
H (1.93, 4.27, -2.03)
H (0.36, 3.79, -1.28)
H (1.34, 2.58, -2.16)
H (4.39, 3.22, -0.93)
H (3.73, 1.56, -0.98)
H (4.33, 2.22, 0.56)
H (2.93, 5.32, 0.29)
H (2.96, 4.39, 1.82)
H (1.42, 5.00, 1.17)

Its multiplicity is 1. For the frontier orbital gap, the calculation gives 5.52 eV. The HOMO energy comes out at -3.65 eV. The charge is -1. Its electronic energy is -4110.95365 hartree. The relative energy (zero: lowest compared OMol25 entry of this formula, charge and spin) comes out at 0.00 kJ/mol.

---

The following is a quantum chemistry calculation of a molecular structure, C47H52AlN3P2Sb2SeTe, from the OMol25 dataset.

Atoms and positions in Å:
Al (-0.77, -0.03, 0.32)
C (-1.55, 0.85, 4.30)
Sb (-2.60, 0.52, 2.47)
C (-3.82, 2.24, 2.40)
C (-4.07, -0.84, 3.27)
C (-5.21, -1.07, 2.33)
C (-6.31, -0.22, 2.39)
C (-7.38, -0.36, 1.52)
C (-7.36, -1.36, 0.56)
C (-6.27, -2.22, 0.50)
C (-5.19, -2.10, 1.38)
C (-4.08, -3.10, 1.30)
Sb (-2.43, -2.51, 0.05)
C (-3.52, -2.27, -1.76)
C (-1.73, -4.50, -0.27)
H (-2.27, 0.71, 5.11)
H (-1.16, 1.87, 4.33)
H (-0.73, 0.15, 4.40)
H (-4.28, 2.38, 3.37)
H (-4.59, 2.10, 1.65)
H (-3.21, 3.11, 2.14)
H (-4.39, -0.29, 4.15)
H (-3.56, -1.75, 3.59)
H (-6.34, 0.55, 3.15)
H (-8.23, 0.30, 1.60)
H (-8.19, -1.49, -0.12)
H (-6.27, -3.03, -0.22)
H (-4.43, -4.01, 0.81)
H (-3.67, -3.37, 2.27)
H (-4.05, -3.20, -1.98)
H (-2.83, -2.06, -2.58)
H (-4.23, -1.46, -1.66)
H (-2.61, -5.14, -0.30)
H (-1.08, -4.81, 0.55)
H (-1.20, -4.57, -1.21)
Te (3.77, -1.73, -0.62)
C (4.82, -0.15, -1.55)
C (5.52, 0.78, -0.81)
C (6.16, 1.82, -1.47)
N (6.13, 1.98, -2.79)
C (5.48, 1.06, -3.50)
C (4.82, -0.02, -2.94)
C (1.92, -0.72, -0.35)
P (0.64, -0.70, -1.55)
C (0.60, 0.77, -2.61)
C (1.74, 1.51, -2.91)
C (1.67, 2.61, -3.76)
C (0.45, 2.97, -4.33)
C (-0.69, 2.23, -4.05)
C (-0.62, 1.14, -3.19)
C (0.81, -2.04, -2.76)
C (0.96, -1.77, -4.12)
C (1.19, -2.82, -5.01)
C (1.27, -4.12, -4.55)
C (1.13, -4.39, -3.20)
C (0.90, -3.36, -2.31)
P (1.29, -0.70, 1.30)
C (1.56, -2.21, 2.27)
C (1.35, -3.44, 1.66)
C (1.62, -4.62, 2.33)
C (2.08, -4.58, 3.64)
C (2.26, -3.35, 4.27)
C (2.00, -2.17, 3.59)
C (2.11, 0.59, 2.29)
C (1.40, 1.68, 2.78)
C (2.04, 2.68, 3.49)
C (3.40, 2.62, 3.70)
C (4.13, 1.54, 3.20)
C (3.49, 0.53, 2.51)
H (5.58, 0.71, 0.27)
H (6.72, 2.56, -0.92)
H (5.49, 1.19, -4.58)
H (4.31, -0.74, -3.57)
H (2.69, 1.21, -2.50)
H (2.56, 3.17, -3.99)
H (0.40, 3.81, -5.00)
H (-1.64, 2.49, -4.50)
H (-1.52, 0.58, -2.96)
H (0.90, -0.76, -4.49)
H (1.31, -2.60, -6.06)
H (1.45, -4.93, -5.25)
H (1.20, -5.41, -2.83)
H (0.83, -3.57, -1.26)
H (0.99, -3.47, 0.64)
H (1.47, -5.57, 1.84)
H (2.31, -5.49, 4.16)
H (2.61, -3.32, 5.29)
H (2.15, -1.23, 4.10)
H (0.34, 1.76, 2.58)
H (1.47, 3.51, 3.88)
H (3.91, 3.40, 4.25)
H (5.20, 1.49, 3.36)
H (4.06, -0.32, 2.14)
C (2.39, 2.75, -0.29)
N (1.40, 3.77, -0.62)
C (1.76, 5.04, -1.02)
C (0.63, 5.73, -1.26)
N (-0.42, 4.87, -1.00)
C (-1.83, 5.21, -1.18)
C (0.06, 3.68, -0.61)
Se (-1.19, 2.37, -0.06)
H (2.92, 3.05, 0.61)
H (3.08, 2.65, -1.12)
H (1.90, 1.80, -0.13)
H (2.79, 5.33, -1.10)
H (0.47, 6.74, -1.59)
H (-1.88, 6.26, -1.47)
H (-2.37, 5.06, -0.25)
H (-2.26, 4.59, -1.97)

Its multiplicity is 1. For the frontier orbital gap, the calculation gives 6.69 eV. The HOMO energy comes out at -12.10 eV. The charge is +2. Its electronic energy is -6061.05889 hartree. The relative energy (zero: lowest compared OMol25 entry of this formula, charge and spin) comes out at 65.27 kJ/mol.

---

The following is a quantum chemistry calculation of a molecular structure, C47H52Cl2N6O5PbSSe3Te at a distorted geometry, from the OMol25 dataset.

Atoms and positions in Å:
Pb (-1.45, -0.95, -0.37)
C (2.43, -1.60, 2.68)
C (1.75, -2.12, 1.47)
N (0.50, -2.48, 1.48)
N (-0.20, -2.25, 2.66)
C (-1.05, -3.15, 3.19)
N (-1.97, -2.46, 3.97)
S (-0.98, -4.83, 3.05)
C (2.35, -2.11, 0.08)
C (4.55, -2.85, -1.19)
C (4.18, -3.29, -2.40)
C (2.80, -3.67, -2.72)
C (1.68, -3.64, -1.94)
N (1.75, -3.48, -0.49)
H (2.54, -2.42, 3.41)
H (1.85, -0.84, 3.20)
H (3.41, -1.20, 2.42)
H (-0.11, -1.32, 3.05)
H (-2.29, -1.57, 3.61)
H (-2.68, -3.05, 4.34)
H (5.56, -2.43, -1.10)
H (4.86, -3.17, -3.29)
H (2.66, -3.86, -3.78)
H (0.65, -3.73, -2.32)
C (2.35, 2.15, 2.65)
C (3.04, 2.04, 1.31)
C (4.46, 2.55, 1.27)
O (2.30, 2.74, 0.34)
C (1.39, 1.85, -0.34)
C (1.73, 0.46, 0.28)
O (3.06, 0.71, 0.79)
C (1.80, -0.80, -0.65)
O (0.60, -1.20, -1.17)
C (2.66, -0.41, -1.86)
C (2.06, -0.29, -3.10)
C (2.78, 0.14, -4.19)
C (4.16, 0.32, -4.12)
C (4.74, 0.21, -2.87)
C (4.00, -0.10, -1.75)
C (3.76, -2.95, 0.09)
C (2.88, -4.16, 0.16)
C (2.71, -4.91, 1.28)
C (3.71, -4.95, 2.28)
C (4.68, -3.93, 2.19)
C (4.73, -2.94, 1.25)
C (-0.14, 2.18, -0.18)
O (-0.83, 1.10, 0.32)
C (-0.27, 3.33, 0.87)
C (0.17, 4.61, 0.60)
C (0.11, 5.64, 1.53)
C (-0.47, 5.39, 2.76)
C (-0.94, 4.13, 3.04)
C (-0.86, 3.09, 2.13)
C (-0.76, 2.79, -1.48)
C (-0.18, 2.53, -2.72)
C (-0.75, 3.01, -3.90)
C (-1.90, 3.78, -3.85)
C (-2.48, 4.09, -2.60)
C (-1.91, 3.59, -1.45)
H (2.34, 3.19, 2.96)
H (2.95, 1.59, 3.37)
H (1.37, 1.76, 2.64)
H (4.53, 3.60, 1.67)
H (4.77, 2.54, 0.23)
H (5.09, 1.92, 1.85)
H (1.75, 1.90, -1.36)
H (1.04, 0.23, 1.10)
H (1.01, -0.53, -3.10)
H (2.27, 0.28, -5.18)
H (4.77, 0.63, -4.98)
H (5.79, 0.44, -2.77)
H (4.48, -0.18, -0.81)
H (0.84, -3.63, -0.02)
H (1.78, -5.49, 1.42)
H (3.55, -5.51, 3.20)
H (5.44, -3.92, 2.98)
H (5.40, -2.11, 1.35)
H (0.61, 4.79, -0.38)
H (0.40, 6.67, 1.27)
H (-0.52, 6.20, 3.47)
H (-1.34, 3.94, 4.02)
H (-1.19, 2.06, 2.33)
H (0.73, 1.97, -2.85)
H (-0.31, 2.77, -4.86)
H (-2.41, 4.11, -4.78)
H (-3.42, 4.66, -2.64)
H (-2.34, 3.83, -0.46)
Se (-3.14, -4.16, -1.00)
Se (-3.66, -5.49, -2.81)
Te (-6.61, -2.73, -2.04)
Se (-5.16, -3.54, -0.10)
N (-2.88, 0.70, -3.11)
C (-2.43, 0.22, -2.16)
H (-5.77, -1.27, -2.16)
Cl (-1.70, -2.97, -4.89)
C (-0.92, -1.45, -5.40)
Cl (-1.70, -0.86, -6.91)
H (0.15, -1.65, -5.52)
H (-1.11, -0.71, -4.61)
O (-3.15, -0.20, 2.34)
C (-3.89, 0.76, 2.49)
C (-3.87, 1.94, 1.59)
C (-5.20, 1.83, 0.75)
C (-5.68, 0.37, 0.52)
C (-6.47, -0.29, 1.66)
C (-5.83, -0.46, 3.05)
N (-4.96, 0.67, 3.35)
H (-2.99, 1.92, 1.02)
H (-3.94, 2.88, 2.17)
H (-5.05, 2.26, -0.21)
H (-6.01, 2.40, 1.22)
H (-4.82, -0.26, 0.15)
H (-6.32, 0.38, -0.34)
H (-6.82, -1.28, 1.31)
H (-7.36, 0.28, 1.78)
H (-5.22, -1.34, 3.12)
H (-6.59, -0.56, 3.83)
H (-5.48, 1.56, 3.33)

Its multiplicity is 1. For the frontier orbital gap, the calculation gives 5.15 eV. The HOMO energy comes out at -1.52 eV. The charge is -2. Its electronic energy is -11510.56183 hartree.